[1]
4 unconnected molecules or ions with the total composition C32H52BrClF9NO16P3S3, computed with the ωB97M-V functional and the def2-TZVPD basis.

Properties
total charge	+1

Geometry as XYZ:
```
118
C32H52BrClF9NO16P3S3 (the ωB97M-V functional and the def2-TZVPD basis)
O 7.312 -2.338 0.393
H -3.160 -0.668 -2.629
F -7.905 -2.509 1.604
F -6.736 -1.095 3.316
F -7.771 0.546 2.402
C -2.279 1.482 1.297
O 4.061 -5.511 -1.554
H 2.305 -6.722 2.121
C 2.928 -5.043 -2.294
C -0.561 -0.082 -4.655
O -2.717 -3.432 0.093
H -1.295 3.701 -3.755
H 7.999 -1.017 2.724
H 1.298 1.005 -5.074
C -2.909 -0.777 1.477
H 8.591 0.438 1.873
H -3.775 5.170 -3.238
S -3.624 -2.464 -0.431
H 2.525 -0.248 5.476
H -1.178 4.571 -0.751
H -0.689 2.040 -4.467
H 8.324 -4.070 0.049
H 2.521 -4.139 -1.839
C 0.953 0.138 -4.514
C -1.285 1.251 -4.917
C -2.704 1.220 -4.335
C -1.731 3.897 -0.106
C -5.246 -2.744 0.452
C 8.364 -3.038 -0.290
C -6.903 -0.424 2.184
H 1.172 -0.479 6.608
H 2.162 -5.817 -2.337
C -2.148 2.654 -0.845
C 5.923 -7.283 -0.354
C -2.812 0.257 -0.700
C -2.300 2.601 -2.210
H 1.527 -0.742 -4.794
H 2.863 2.878 3.994
O 0.112 0.488 4.079
C -2.953 4.648 0.451
H -3.387 6.138 1.924
F -5.717 0.117 1.852
H -3.389 1.923 -4.804
H -3.107 7.087 -0.703
H 4.605 -2.099 0.657
O -3.962 -2.477 -1.816
H -2.172 4.509 -5.559
C -2.554 5.866 1.279
C -0.924 3.423 6.358
C -2.908 0.227 -2.091
C -3.410 4.295 -3.772
F -7.096 -2.473 -0.965
H -1.814 4.671 -2.430
S 1.273 0.504 -2.802
H -0.765 -0.817 -5.428
F -8.427 -0.762 0.411
H 2.675 0.287 7.164
H 5.208 -8.035 -0.686
C 4.423 -1.238 0.015
C 1.994 0.174 6.326
O 0.789 2.976 4.140
O 6.658 -0.164 1.386
H 1.349 -7.829 1.113
F -5.540 -4.006 0.142
O -0.906 2.136 5.712
H 2.024 3.836 2.757
H 8.220 -3.001 -1.368
P 3.889 -5.686 0.013
H -1.334 1.444 -5.989
H -3.114 0.230 -4.541
C -2.649 1.360 -2.829
P 7.006 -0.829 -0.011
O 2.863 -6.900 0.115
H -1.677 5.662 1.889
P 0.371 1.662 4.920
H -2.361 0.451 3.019
O 5.599 -0.863 -0.719
H 1.142 -6.072 0.944
F -5.092 -2.666 1.785
S -2.190 7.321 0.242
H -1.038 3.643 0.698
H -3.051 -1.593 2.166
H -0.925 -0.465 -3.702
C -2.114 3.836 -3.052
H 7.361 0.587 3.146
H 3.656 -1.501 -0.706
N -2.511 0.397 2.016
H 6.676 -7.753 0.271
C 1.856 -6.869 1.141
H -1.100 4.205 5.622
C -3.180 4.726 -5.224
H 0.015 3.610 6.878
H 4.076 -0.396 0.612
O 3.483 -4.492 0.751
C -2.410 1.474 -0.080
Cl 3.283 0.380 -2.686
F -5.889 -0.704 -0.644
O 5.279 -6.278 0.446
C -3.079 -0.869 0.142
O 8.054 -0.185 -0.797
H 1.971 2.059 2.682
C 7.725 -0.036 2.334
O 0.728 -0.521 -1.967
O 0.905 1.866 -2.547
H -3.553 3.949 1.040
H -4.204 3.553 -3.699
C -7.428 -1.386 1.052
H 3.274 -4.820 -3.300
O 1.511 1.496 6.003
H -3.899 4.296 -5.913
Br -3.354 6.660 -5.431
H 6.400 -6.820 -1.216
C 1.989 2.924 3.345
H -1.737 3.407 7.077
H 9.331 -2.607 -0.038
H -3.570 4.955 -0.394
H -1.983 2.353 1.860
C -6.397 -1.801 -0.044
```

***

[2]
A molecular structure, C32H52ClPTl at a distorted geometry, computed with the ωB97M-V functional and the def2-TZVPD basis.

Properties
total charge	-1

Geometry as XYZ:
```
87
C32H52ClPTl (the ωB97M-V functional and the def2-TZVPD basis)
H 0.116 3.876 -4.335
Tl -0.447 -0.303 1.059
H 3.363 -2.399 -1.704
C 1.646 1.617 2.425
H 1.174 1.918 -3.215
H -0.631 4.351 -0.613
H -2.222 -0.808 5.517
H 0.896 -1.980 -1.451
H 3.307 -0.714 6.292
C 1.758 -2.303 -4.005
C -1.981 -1.043 4.471
H -1.856 1.730 4.374
H 1.579 -2.488 -5.071
H -2.156 1.093 -3.163
C 0.609 2.589 -0.631
C 3.422 -1.476 -2.299
H -1.660 -0.370 -4.024
C -0.268 1.775 -1.599
H 1.051 4.663 -0.190
C -1.598 -2.528 4.350
C 3.192 -1.812 -3.776
H 2.491 0.486 -2.283
C -0.981 1.212 3.986
C -4.044 -1.777 -3.700
C -3.776 -0.270 -3.617
H -0.314 -2.661 -0.052
H 2.163 3.376 6.885
H -4.005 0.211 -4.576
H -2.278 -3.119 4.976
C 0.959 -1.015 -1.980
H -2.888 -0.877 3.872
H 1.564 3.576 4.496
H 3.024 1.235 7.787
H 2.730 -0.557 3.933
C 2.603 0.326 4.546
H -2.707 -0.310 -1.160
C -2.181 -2.190 -2.022
C -2.317 0.015 -3.236
H 3.362 -0.912 -4.383
C -0.911 -0.121 3.973
H -0.022 -0.607 3.571
H -0.173 1.831 3.608
C 1.952 2.639 4.867
H -1.939 -2.703 -1.085
C 2.774 1.322 6.738
H 0.384 2.333 0.408
H 1.753 4.338 -2.539
C 2.287 2.527 6.225
P -0.387 -0.023 -1.138
H -1.206 3.838 -3.166
H -1.313 2.092 -1.449
C 2.094 1.534 4.004
C 0.684 4.482 -2.325
H -4.293 -2.132 -1.583
H 0.470 5.546 -2.483
C 0.406 4.092 -0.868
H 0.478 -2.638 2.804
H 0.864 -0.342 -4.026
H -1.519 -2.598 -2.796
C 0.735 -1.285 -3.480
H -3.466 -2.205 -4.532
H 4.429 -1.069 -2.152
H 1.609 -3.261 -3.485
H 1.663 2.330 -0.801
C -0.136 3.624 -3.297
C 0.113 2.128 -3.053
H -3.792 -3.565 -2.486
H 2.483 2.384 2.030
H -0.046 -3.984 1.799
H -0.588 -2.674 4.755
C 2.385 -0.477 -1.768
H -0.280 -1.637 -3.679
H -5.102 -1.965 -3.919
H 2.561 -0.277 -0.710
C -1.974 -0.669 -1.897
H 3.912 -2.566 -4.116
H -0.448 1.528 -3.774
H -4.437 0.181 -2.867
Cl 1.644 0.351 1.734
H -1.949 -4.119 2.933
H -2.437 -2.530 2.352
C -0.373 -2.112 0.900
C -3.643 -2.481 -2.398
H 1.091 2.616 2.352
C 2.934 0.223 5.896
C -0.324 -2.970 2.131
C -1.655 -3.062 2.912
```

***

[3]
A molecular structure, C32H53F3N6NaO6PS5, computed with the ωB97M-V functional and the def2-TZVPD basis.

Properties
total charge	-2
energy relative to the best compared isomer or geometry (same formula, charge and spin)	8.5	kcal/mol

Geometry as XYZ:
```
107
C32H53F3N6NaO6PS5 (the ωB97M-V functional and the def2-TZVPD basis)
H -3.307 -4.504 -1.324
H 0.411 4.822 0.148
H 3.340 -0.187 0.722
H 3.585 1.409 4.019
F -4.387 -3.363 2.045
H 1.109 4.064 4.928
H -3.187 2.815 2.984
C -2.738 2.434 -3.203
P 1.658 2.111 1.976
H 0.269 -3.102 -4.429
H -1.499 2.830 2.481
H 1.601 1.319 5.247
H 1.233 -4.469 2.215
H -1.326 -4.886 -5.106
H -5.861 -0.059 1.349
O 0.261 -1.656 5.278
H -3.543 2.735 -3.880
H 4.834 0.733 2.972
C 0.330 -1.725 -2.065
C -2.894 3.096 0.859
H 2.246 -1.974 -5.174
H -3.127 -5.576 -3.555
S 1.046 1.403 -2.653
O 0.609 1.229 1.421
H 2.783 5.368 1.127
C -1.942 -3.618 1.890
C 3.889 1.036 -3.505
C 0.825 -2.230 4.354
C -2.532 -4.199 -2.017
H 4.268 0.931 -5.647
H 3.521 1.777 -2.797
H -4.521 0.458 3.198
C -3.340 -4.146 2.396
H 4.775 -1.313 -3.596
S -2.293 0.681 2.337
S -4.294 -0.725 -0.353
H 0.036 3.080 0.026
S -2.635 0.630 -3.207
C -5.002 0.352 -1.624
O 0.334 -1.420 -0.868
H 4.919 0.783 -3.229
C 1.774 -3.977 3.023
H 4.421 2.549 -4.954
C 3.692 -1.441 -3.678
N 1.762 3.540 1.120
H 3.061 1.337 -0.147
O 2.843 -2.306 1.623
C -0.617 -2.822 -2.512
S -2.336 2.065 -0.512
H -4.837 1.273 0.809
H -1.680 -2.755 -0.667
H 3.701 3.990 1.776
C 3.587 0.878 0.694
H 1.301 -4.159 5.174
H 3.456 4.144 0.033
H 4.666 0.993 0.544
C 0.847 1.502 4.474
C 3.754 0.826 3.114
H 1.944 4.517 3.439
C -4.833 0.222 1.099
O -1.132 -4.497 1.598
H -4.966 0.648 -3.752
C -1.414 -4.415 -4.134
H -2.451 4.094 0.785
C -4.363 0.137 -2.994
H -0.110 -4.144 4.111
F -3.362 -4.203 3.755
H 2.816 1.838 -5.182
H 1.352 3.754 -0.926
H 3.718 -2.956 -5.218
C -2.427 -4.800 -3.265
N 1.479 -1.616 3.328
C 1.819 3.719 4.169
C 0.836 3.815 0.037
H -0.082 1.820 4.954
H 3.315 -0.168 3.237
C 0.899 -3.754 4.243
H 3.740 -1.305 -5.851
C -0.516 -3.426 -3.759
C -1.626 -3.219 -1.640
H -2.338 4.070 -1.856
C 2.987 4.295 1.014
N 3.091 -0.162 -3.345
H 2.782 3.545 4.674
C -3.976 0.031 2.350
Na 0.250 -0.873 1.118
O -1.836 -2.380 1.924
N 3.213 1.530 1.956
H 3.387 -2.175 -2.931
H -4.857 1.386 -1.307
H -1.791 2.734 -3.649
C -2.495 2.475 2.209
N 1.300 2.530 3.542
F -3.654 -5.387 1.969
H 2.701 -4.523 3.215
C 2.105 -2.557 2.576
H -4.369 -0.927 -3.244
H -3.961 3.396 -1.688
H -6.078 0.172 -1.715
C 3.849 1.620 -4.912
H -3.821 -1.030 2.552
C 3.329 -1.946 -5.070
C 1.778 -0.105 -2.979
H -3.982 3.220 0.801
H 0.667 0.555 3.968
N 1.140 -1.273 -3.016
C -2.908 3.137 -1.850
```

***

[4]
A molecular structure, C32H54BaN5O6P2SSi3, computed with the ωB97M-V functional and the def2-TZVPD basis.

Properties
total charge	-1
energy relative to the best compared isomer or geometry (same formula, charge and spin)	7.3	kcal/mol

Geometry as XYZ:
```
104
C32H54BaN5O6P2SSi3 (the ωB97M-V functional and the def2-TZVPD basis)
H 5.657 1.206 -1.445
H 2.577 1.410 3.844
H -1.102 5.856 -3.292
H 4.494 -2.160 -3.483
O 1.339 -0.759 1.929
C -1.690 -1.274 -2.354
C 2.727 3.838 -1.041
H -0.996 -4.659 6.247
C 3.376 1.842 0.950
H 1.438 -2.490 -0.790
H 4.603 -2.278 -0.619
O 2.977 -0.545 3.865
H 2.455 2.330 1.290
H 3.103 3.345 -3.976
H -0.014 0.858 -5.121
P 1.432 -0.938 3.411
C -0.092 3.959 -3.330
C -3.215 -3.349 -2.485
S -1.284 -3.561 1.493
H 1.446 2.537 4.369
H 5.138 2.425 -2.604
H 4.837 -0.421 -3.547
H -1.167 -3.339 -1.915
N -0.403 2.549 -1.443
C -3.777 1.221 -0.684
C -3.846 -0.627 0.663
C -3.113 -1.733 1.356
H 2.042 2.846 -5.306
H -0.189 -0.339 5.855
Si 1.488 1.486 -3.257
C 1.763 -2.279 -1.818
C -1.792 -2.776 -2.628
H 1.373 1.971 2.806
H -2.413 -1.036 -1.559
O -0.436 1.819 2.052
C 4.186 -1.278 -0.460
H -2.268 1.743 4.774
H 3.421 -1.074 -4.373
C 2.295 0.798 -1.793
N -3.132 0.300 0.022
N -2.039 -2.180 0.850
C 4.038 -1.165 -3.475
H 3.625 -1.299 0.478
C -5.238 -0.653 0.619
H 5.021 -0.585 -0.342
C -1.839 -3.546 3.169
C 0.178 2.771 -2.644
H 1.472 0.182 6.102
H -5.786 -1.448 1.105
C 0.521 0.460 5.644
C 2.599 2.491 -4.432
H -5.630 2.043 -1.380
H 4.222 2.387 1.383
H -0.261 -2.794 -4.207
N 1.601 1.717 3.784
H -3.158 1.931 -1.218
C -2.770 -3.534 5.780
C -1.444 4.702 -1.510
H -1.562 3.268 0.093
O -1.834 -0.101 3.180
C 0.652 0.588 4.139
H 3.383 0.813 1.309
H 3.448 -1.336 4.142
O 1.036 -2.153 4.145
H -3.607 -3.159 -1.480
C -1.167 3.493 -0.894
H 3.373 1.810 -4.800
P -0.920 1.063 3.257
H 0.859 -2.064 -2.394
H -4.450 -1.617 2.842
H -2.120 -0.768 -3.242
H -0.139 -4.584 3.928
H -3.142 -3.526 6.797
N -3.776 -2.262 2.458
H 0.154 1.386 6.095
H -1.912 -2.567 -4.770
C -5.901 0.317 -0.113
Ba -0.173 -0.048 -0.116
H 2.686 4.260 -2.046
O -1.556 2.164 4.279
H -3.880 -2.852 -3.199
H 0.369 4.128 -4.295
H -3.258 -4.430 -2.669
C -1.295 -3.102 -4.040
Si 3.020 -0.872 -1.899
H 2.247 -3.196 -2.164
Si 3.323 2.035 -0.944
H -0.034 -0.368 -3.836
C -3.485 -2.885 4.784
H 1.332 -0.281 -4.997
C 5.122 2.152 -1.545
H -4.407 -2.364 5.018
H -6.982 0.305 -0.174
C -0.906 4.928 -2.768
H 3.426 4.447 -0.456
C -1.575 -4.173 5.473
H 5.678 2.916 -0.991
H 1.737 3.949 -0.592
C -1.101 -4.153 4.170
C -3.029 -2.905 3.477
C 0.611 0.299 -4.418
H -2.061 5.439 -1.013
C -5.161 1.275 -0.781
H -1.370 -4.173 -4.258
```

***

| no. | HOMO level (eV) | lowest unoccupied orbital energy (eV) |
| --- | --- | --- |
| 1 | -11.34 | -4.2 |
| 2 | -0.79 | 2.6 |
| 3 | -2.50 | 3.6 |
| 4 | -2.86 | 1.9 |